(1)
ORCA calculation (the ωB97M-V functional and the def2-TZVPD basis) on an isolated molecule of C6H12BrNO2 at a distorted geometry.

The total energy comes out at -3014.98735 hartree. The largest force on an atom is 4.4 eV/A. Its SMILES is O=C(CCCCCO)NBr. For the energy above the lowest of the compared OMol25 structures with the same formula, charge and spin, the calculation gives 35.60 kcal/mol. Its net charge is 0. Its orbital gap is 9.49 eV.

```
22
Properties=species:S:1:pos:R:3:forces:R:3
O 1.3307 0.2428 2.3489 4.3 -0.7 0.7
C 0.1844 0.1580 2.1689 -2.8 1.7 0.2
C -0.6159 -0.9872 1.6501 -2.6 -2.6 -0.3
C -0.7582 -0.7830 0.1321 -1.7 1.2 0.3
C 0.5799 -1.1208 -0.3939 -0.4 0.2 -3.4
C 0.7101 -0.5857 -1.8783 -0.9 -1.2 0.8
C 0.7624 0.9034 -1.9656 -0.9 1.0 -3.5
O -0.2634 1.6979 -1.3726 -0.8 0.3 -0.1
N -0.5908 1.3182 2.2258 -2.2 0.3 0.3
Br -0.0012 3.0484 2.7893 -0.4 -1.9 -0.5
H -1.6554 -1.0855 2.0708 0.9 0.7 0.1
H -0.2875 -2.0908 1.7525 0.5 2.1 0.4
H -1.5850 -1.4148 -0.2567 0.7 0.0 0.1
H -1.0536 0.2707 -0.1576 0.4 -1.3 0.8
H 0.6457 -2.1922 -0.2854 0.6 -0.5 -0.4
H 1.3185 -0.6577 0.1890 1.2 0.5 0.8
H 1.6340 -0.8425 -2.3796 0.3 -0.6 0.1
H -0.1044 -1.0007 -2.4760 -0.1 -0.1 0.0
H 1.6957 1.0856 -1.4804 0.5 1.3 0.4
H 0.8570 1.2119 -3.1628 0.0 -0.7 3.0
H -1.1795 1.6671 -1.7717 2.0 -0.4 0.1
H -1.6234 1.1568 2.2534 1.4 0.8 0.1
```
Positions in Å, forces in eV/Å.

(2)
ORCA calculation (the ωB97M-V functional and the def2-TZVPD basis) on a cluster of 25 separate species, H50O25 in total at a distorted geometry.

The total energy comes out at -1911.03925 hartree. The largest force on an atom is 1.6 eV/A. For the energy above the lowest of the compared OMol25 structures with the same formula, charge and spin, the calculation gives 62.96 kcal/mol. Its net charge is 0. Its orbital gap is 9.66 eV.

```
75
Properties=species:S:1:pos:R:3:forces:R:3
O 1.0615 1.8740 -2.2831 -0.1 0.5 -0.4
H 0.3691 2.4936 -2.5132 -0.3 0.7 -0.4
H 0.7283 1.4179 -1.5103 -0.5 -0.6 1.1
O -2.4219 -2.8609 1.6472 -0.2 -0.2 0.7
H -1.8098 -3.0317 2.3630 0.0 -0.2 0.3
H -1.9735 -3.1841 0.8657 0.4 -0.1 -0.8
O 2.7998 3.0388 -3.9972 0.3 0.2 -0.5
H 2.2434 2.6012 -3.3528 -0.1 0.0 0.2
H 3.3756 3.5986 -3.4764 0.2 0.1 0.0
O -2.6975 -0.2498 1.8701 -0.7 1.3 -0.4
H -1.7647 -0.0427 1.8129 0.5 0.0 0.7
H -2.7237 -1.1831 2.0807 -0.1 -0.5 -0.3
O 1.9357 -1.4598 2.7655 -0.2 -0.3 -0.1
H 1.8364 -2.4068 2.8633 -0.1 -0.5 0.1
H 2.8749 -1.3292 2.6346 0.6 0.3 0.2
O -3.3119 2.2768 -3.7816 -0.4 0.3 0.0
H -3.0011 2.5419 -4.6472 0.0 0.0 -0.2
H -2.5582 2.4067 -3.2059 0.3 -0.1 0.2
O 1.1068 2.2686 3.9690 0.1 -0.1 -0.1
H 1.8315 2.1230 4.5772 0.2 -0.2 0.2
H 0.7620 3.1289 4.2081 -0.2 0.4 -0.1
O 4.7286 -0.8434 2.7615 -0.2 -0.3 0.5
H 4.6173 -0.4822 1.8821 0.1 0.4 -0.9
H 5.5858 -0.5252 3.0449 0.1 0.0 0.2
O -0.1659 0.0934 2.6828 -1.0 0.2 -0.2
H 0.1971 0.8774 3.0947 0.1 0.5 0.4
H 0.5710 -0.5156 2.6348 0.8 -0.5 -0.1
O -2.1116 -1.2506 5.0627 -0.3 -0.1 0.1
H -1.6803 -2.0906 5.2196 0.1 -0.2 0.2
H -1.5501 -0.8077 4.4265 0.3 0.4 -0.4
O 1.7689 -2.2888 -0.9083 0.0 0.5 0.2
H 1.3080 -2.4336 -1.7346 -0.5 -0.2 -0.6
H 2.3616 -3.0363 -0.8299 0.2 -0.1 0.1
O -3.0427 0.8259 -0.7968 0.4 0.3 -0.6
H -3.1093 0.7229 0.1525 -0.2 -0.5 0.8
H -3.7970 1.3657 -1.0332 -0.3 0.1 -0.2
O 2.3484 5.2748 1.6513 0.0 0.7 0.3
H 2.3543 4.3988 1.2654 -0.2 -0.7 -0.1
H 3.1694 5.6711 1.3596 0.1 0.2 0.0
O -0.4404 -2.4088 -2.9783 0.2 -1.4 0.7
H -0.4079 -1.5328 -3.3628 0.0 1.3 -0.1
H -1.0049 -2.9088 -3.5679 -0.2 -0.2 -0.1
O -5.1465 -2.3824 0.8428 -0.4 -0.1 -0.1
H -5.2355 -2.1072 -0.0696 -0.1 0.1 -0.2
H -4.2029 -2.3780 1.0038 0.3 -0.1 0.2
O 2.0924 2.6297 1.1646 0.4 0.0 -0.4
H 1.5022 2.0618 0.6692 -0.3 -0.3 -0.2
H 2.0897 2.2650 2.0496 -0.1 0.0 0.5
O -0.1357 0.0033 -3.8963 -0.5 -0.3 -0.6
H 0.3153 0.7130 -3.4390 0.4 0.4 0.5
H 0.3863 -0.1440 -4.6849 0.2 0.0 -0.3
O 0.1577 0.4925 -0.2550 0.3 0.2 -0.1
H 0.4005 -0.4334 -0.2497 0.3 -0.5 0.1
H -0.6702 0.5262 0.2244 -0.3 0.2 0.1
O 4.6241 0.2620 0.1170 0.3 -0.2 0.6
H 3.9998 0.0909 -0.5881 -0.3 -0.1 -0.6
H 4.7573 1.2096 0.0948 0.0 0.3 0.0
O 1.6214 -4.8712 2.2060 0.0 0.2 0.3
H 1.0956 -4.5561 1.4708 -0.3 0.1 -0.4
H 2.5154 -4.9028 1.8656 0.3 -0.1 0.0
O -4.8749 0.3261 3.6498 -0.5 0.3 0.2
H -4.8527 -0.2070 4.4445 0.0 -0.1 0.2
H -3.9825 0.2822 3.3064 0.4 -0.1 -0.4
O -0.4658 3.4830 -4.0755 -0.2 -0.1 0.3
H -1.1376 4.1608 -4.0009 -0.1 0.4 0.1
H -0.5128 3.1978 -4.9880 0.3 -0.2 -0.3
O -3.3185 -0.4427 -3.5578 -0.1 -1.0 -0.3
H -3.4436 0.4622 -3.8437 0.0 0.4 0.0
H -2.8284 -0.3700 -2.7388 0.0 0.1 0.4
O 2.9825 0.0512 -2.5272 0.7 -0.3 0.2
H 2.4164 0.8061 -2.3663 0.0 0.3 -0.2
H 2.5536 -0.6722 -2.0699 -0.2 -0.5 0.2
O -0.9872 -3.8210 -0.5098 0.0 -0.4 0.6
H -0.5784 -3.3510 -1.2366 0.0 0.6 -0.5
H -1.4999 -4.5121 -0.9290 -0.2 -0.2 -0.1
```
Positions in Å, forces in eV/Å.

(3)
ORCA calculation (the ωB97M-V functional and the def2-TZVPD basis) on an isolated molecule of C5H6O2 at a distorted geometry.

The total energy comes out at -344.40072 hartree. The largest force on an atom is 2.6 eV/A. For the energy above the lowest of the compared OMol25 structures with the same formula, charge and spin, the calculation gives 126.25 kcal/mol. Its net charge is 0. Its orbital gap is 9.91 eV.

```
13
Properties=species:S:1:pos:R:3:forces:R:3
C -0.9024 -0.9989 1.1779 0.2 0.3 -0.1
C -0.1468 -0.2551 0.0883 -0.1 0.1 0.5
O -0.1834 -0.8457 -1.2295 -0.5 0.0 -0.3
C 0.5481 0.3599 -1.4731 0.1 0.2 -0.6
C -0.1527 1.2013 -0.3734 -0.9 0.6 -0.5
O 1.1033 1.6520 0.2107 -0.2 -0.3 0.3
C 1.3982 0.3213 -0.2164 -2.0 -1.3 1.2
H -0.6358 -2.0643 1.2385 0.2 0.4 -0.2
H -1.9875 -0.9609 0.9860 0.4 0.1 -0.1
H -0.7288 -0.5416 2.1559 0.0 0.0 -0.1
H 0.7640 0.6364 -2.5041 0.3 -0.1 0.2
H -0.9730 1.9098 -0.4015 -0.1 0.3 -0.2
H 1.8801 -0.4264 0.3484 2.6 -0.2 -0.1
```
Positions in Å, forces in eV/Å.

(4)
ORCA calculation (the ωB97M-V functional and the def2-TZVPD basis) on an isolated molecule of C20H28ClN3O3.

The total energy comes out at -1629.11248 hartree. The largest force on an atom is 0.5 eV/A. Its SMILES is COCCN1CCN(C(=O)[C@@H]2CCC(=O)N(Cc3ccc(Cl)cc3)C2)CC1. For the energy above the lowest of the compared OMol25 structures with the same formula, charge and spin, the calculation gives 8.26 kcal/mol. Its net charge is 0. Its orbital gap is 8.80 eV.

```
55
Properties=species:S:1:pos:R:3:forces:R:3
C 5.3603 -2.2142 -4.4242 0.1 0.0 -0.1
O 4.2834 -2.0766 -3.5353 -0.1 -0.1 0.2
C 3.1296 -1.5398 -4.1455 -0.3 -0.1 0.0
C 2.0112 -1.4091 -3.1104 0.4 0.1 -0.3
N 2.1072 -0.1511 -2.3938 -0.1 0.1 -0.1
C 0.8792 0.2818 -1.7644 -0.2 -0.2 0.2
C 0.5730 -0.4748 -0.4579 -0.2 0.3 -0.3
N 1.6833 -0.3123 0.4529 0.2 -0.2 -0.3
C 1.7245 0.3757 1.6143 -0.4 0.1 0.1
O 2.7557 0.4867 2.2535 0.3 0.1 0.3
C 0.4074 0.9600 2.1324 0.3 -0.1 0.1
C 0.6663 2.1169 3.1069 0.1 0.0 0.0
C -0.3052 2.1013 4.2955 -0.1 0.2 -0.1
C -1.6827 1.6048 3.9163 0.2 0.1 0.3
O -2.7166 2.1883 4.1760 -0.3 0.3 0.1
N -1.6530 0.4037 3.2864 -0.2 -0.2 -0.1
C -2.8770 -0.2047 2.8034 -0.2 0.1 0.2
C -2.9395 -0.1716 1.2997 0.0 -0.1 0.0
C -2.9403 -1.3396 0.5491 -0.1 0.2 0.1
C -2.9252 -1.2940 -0.8346 0.0 0.1 -0.2
C -2.8988 -0.0646 -1.4714 0.0 -0.1 0.2
Cl -2.8409 -0.0002 -3.2003 0.0 0.0 -0.2
C -2.9108 1.1144 -0.7410 0.0 0.0 -0.1
C -2.9338 1.0536 0.6397 0.0 -0.1 0.0
C -0.3827 -0.1368 2.8638 0.3 0.1 -0.2
C 2.9235 -0.8025 -0.1262 0.4 0.1 -0.1
C 3.2080 -0.0756 -1.4485 0.1 -0.1 0.2
H 6.1844 -2.6373 -3.8536 0.1 0.0 -0.1
H 5.1069 -2.8857 -5.2542 0.0 0.0 0.0
H 5.6610 -1.2437 -4.8382 0.0 0.0 0.0
H 2.8046 -2.2058 -4.9599 0.0 0.0 0.0
H 3.3477 -0.5505 -4.5729 -0.1 -0.1 0.0
H 1.0547 -1.4154 -3.6375 0.0 0.0 0.0
H 2.0569 -2.2943 -2.4591 -0.1 -0.1 -0.1
H 0.0500 0.1640 -2.4637 0.0 0.0 0.0
H 0.9871 1.3463 -1.5312 -0.1 0.0 0.0
H -0.3608 -0.1191 -0.0328 0.0 0.0 0.1
H 0.4599 -1.5440 -0.6748 -0.1 0.0 0.0
H -0.1991 1.3230 1.2995 0.0 -0.1 0.1
H 0.5767 3.0645 2.5743 0.0 0.0 0.0
H 1.6904 2.0363 3.4773 -0.1 0.1 -0.1
H 0.0745 1.4354 5.0742 0.0 0.0 0.0
H -0.4020 3.0982 4.7246 -0.1 -0.1 0.0
H -2.9401 -1.2348 3.1689 -0.1 0.1 0.0
H -3.6941 0.3818 3.2347 0.1 -0.2 0.0
H -2.9556 -2.2983 1.0471 0.0 -0.1 0.1
H -2.9265 -2.2034 -1.4143 0.0 -0.1 -0.1
H -2.9012 2.0652 -1.2500 0.0 0.1 -0.1
H -2.9478 1.9644 1.2201 0.0 0.1 0.1
H -0.5645 -0.9916 2.2098 0.0 0.0 0.1
H 0.1991 -0.4816 3.7265 0.0 -0.1 -0.1
H 3.7250 -0.6192 0.5890 -0.1 -0.1 -0.1
H 2.8343 -1.8802 -0.2964 0.0 0.0 0.0
H 4.0957 -0.5033 -1.9111 0.0 0.1 0.1
H 3.3875 0.9832 -1.2378 0.1 0.0 0.1
```
Positions in Å, forces in eV/Å.

(5)
ORCA calculation (the ωB97M-V functional and the def2-TZVPD basis) on a cluster of 2 separate species, C4H14N2O in total at a distorted geometry.

The total energy comes out at -345.52289 hartree. The largest force on an atom is 2.5 eV/A. Its SMILES is C[C@@H](N)CCN.O. For the energy above the lowest of the compared OMol25 structures with the same formula, charge and spin, the calculation gives 33.44 kcal/mol. Its net charge is 0. Its orbital gap is 9.92 eV.

```
21
Properties=species:S:1:pos:R:3:forces:R:3
C -1.6611 1.3063 -1.4760 -0.1 0.4 0.0
C -0.5365 0.6019 -0.7085 -0.1 -1.2 0.7
N -0.1442 1.4170 0.4386 -0.3 0.2 0.1
C -0.9938 -0.8587 -0.3442 0.2 1.1 0.0
C 0.1113 -1.6402 0.3162 1.0 -2.1 0.9
N -0.4147 -2.3098 1.5478 -0.1 0.7 0.1
H -1.5860 1.0493 -2.5384 0.2 0.8 0.0
H -2.6883 0.9907 -1.2583 0.3 -0.5 0.6
H -1.6713 2.3728 -1.1547 0.4 -0.5 -1.1
H 0.4117 0.4414 -1.2691 -0.8 0.5 -0.3
H 0.7936 1.2782 0.7840 -0.1 -0.4 0.0
H -0.8148 1.3324 1.1910 0.1 0.1 0.1
H -1.3801 -1.3173 -1.2728 0.1 -0.1 0.5
H -1.7907 -0.8496 0.4220 -0.1 0.3 -0.6
H 0.4808 -2.4937 -0.2781 -0.2 0.5 -0.3
H 1.0186 -1.0685 0.5966 -0.5 0.2 -0.5
H -0.4206 -1.5908 2.2703 -0.2 -0.3 0.1
H 0.1801 -3.0497 1.9062 0.2 0.1 -0.3
O 3.0389 1.1864 0.0579 0.4 0.0 1.1
H 2.7252 0.8994 -0.7954 -0.3 0.5 -0.4
H 2.7969 2.1003 0.2821 -0.1 -0.5 -0.8
```
Positions in Å, forces in eV/Å.

(6)
ORCA calculation (the ωB97M-V functional and the def2-TZVPD basis) on an isolated molecule of CH3N3S at a distorted geometry.

The total energy comes out at -602.20858 hartree. The largest force on an atom is 7.0 eV/A. Its SMILES is C1NN=NS1. For the energy above the lowest of the compared OMol25 structures with the same formula, charge and spin, the calculation gives 54.17 kcal/mol. Its net charge is 0. Its orbital gap (alpha / beta) is 8.39 / 8.48 eV.

```
8
Properties=species:S:1:pos:R:3:forces:R:3
C -0.5566 0.5923 0.3506 2.1 -1.7 -2.1
N -0.5027 -0.8344 -0.1805 -1.6 2.6 -0.4
N 0.6804 -1.3821 -0.2603 6.8 1.6 0.6
N 1.8349 -0.3823 -0.1421 -3.8 -5.5 -0.7
S 1.3129 1.0080 0.3488 -1.5 2.4 0.4
H -1.1799 1.1907 -0.2706 -0.3 0.5 -0.6
H -0.8274 0.7150 1.3387 -0.8 -0.4 2.1
H -0.7617 -0.9071 -1.1845 -0.9 0.4 0.9
```
Positions in Å, forces in eV/Å.

> What is the net charge in the third record?

0